(1)
The following is a quantum chemistry calculation of the molecule C6H10O, from the Open Molecules 2025 dataset.

Each line ends with the natural charge from an NBO analysis.
CARTESIAN COORDINATES (ANGSTROEM)
O (1.838543, -1.325089, 1.905524)  -0.527
C (2.272589, -0.970703, 0.837029)  0.450
C (1.585667, -0.012276, -0.103108)  -0.518
C (0.342416, 0.660543, 0.490849)  -0.412
C (-0.809705, 0.727741, -0.487979)  -0.225
C (-1.492188, -0.558930, -0.861941)  -0.432
C (-2.212582, 0.461188, -0.023365)  -0.413
H (3.235370, -1.378839, 0.465103)  0.105
H (2.326674, 0.711848, -0.462328)  0.227
H (1.320260, -0.612471, -0.988258)  0.237
H (0.597992, 1.666446, 0.849269)  0.213
H (0.039999, 0.085433, 1.373479)  0.230
H (-0.700384, 1.463566, -1.285531)  0.210
H (-1.809503, -0.707754, -1.890469)  0.215
H (-1.145272, -1.464321, -0.365646)  0.213
H (-3.023824, 1.019437, -0.482346)  0.214
H (-2.366054, 0.234184, 1.029710)  0.215

Forces on atoms 1 to 3 (eV/Å):
O 0.154 0.120 -0.310
C -0.027 -0.065 0.172
C -0.098 0.067 0.021

Calculated values
Gap between HOMO and LUMO, eV: 10.88
Largest force on an atom, hartree/bohr: 0.0071
Molecular weight, g mol⁻¹: 98.14
LUMO level, eV: 1.080
HOMO level, eV: -9.799
Total energy, eV: -8430.4822
Relative energy (zero: lowest compared OMol25 entry of this formula, charge and spin), kJ/mol: 73.15
SMILES: O=CCCC1CC1

---

(2)
The following is a quantum chemistry calculation of a cluster of 4 separate species, C18H42FN4O8P in total, from the Open Molecules 2025 dataset.

Each line ends with the Mulliken charge.
CARTESIAN COORDINATES (ANGSTROEM)
C (-0.941643, -3.858284, 2.171085)  -0.556
O (-1.020249, -3.115761, 0.982770)  -0.473
C (-1.378109, -1.772140, 1.186729)  0.363
C (-0.165730, -0.924408, 1.529256)  0.044
O (0.569329, -0.551251, 0.399898)  -0.384
O (-0.550234, 0.285531, 2.166795)  -0.286
C (-0.823177, 0.270009, 3.536452)  0.924
F (-0.740676, -1.011351, 4.034440)  -0.352
C (-2.188167, 0.860383, 3.826262)  -1.444
O (-3.194469, 0.003860, 3.364129)  -0.310
C (-3.796106, -0.836078, 4.342631)  -0.252
C (-5.239763, -0.434330, 4.571973)  -0.721
C (-6.133901, -0.734539, 3.371521)  -0.522
C (-6.376845, -2.220464, 3.100711)  -0.701
N (-6.773502, -3.036895, 4.248330)  -0.603
P (0.485411, 1.250443, 4.420163)  0.504
O (0.301299, 1.227031, 5.885460)  -0.708
H (-1.832329, -3.725362, 2.790044)  0.175
H (-0.857165, -4.906175, 1.900553)  0.299
H (-0.070849, -3.596354, 2.778507)  0.249
H (-2.131633, -1.691839, 1.971170)  -0.258
H (-1.811909, -1.400253, 0.261276)  0.346
H (0.537214, -1.494799, 2.135224)  0.264
H (0.005078, 0.047481, -0.100325)  0.184
H (-2.244319, 1.799236, 3.274095)  0.480
H (-2.276930, 1.077581, 4.890448)  0.553
H (-3.231805, -0.813040, 5.274462)  0.447
H (-3.743036, -1.859416, 3.965591)  0.070
H (-5.609326, -0.929959, 5.468173)  0.394
H (-5.265031, 0.639053, 4.760974)  0.299
H (-5.665575, -0.299428, 2.489031)  0.270
H (-7.088988, -0.226924, 3.511201)  0.348
H (-7.157244, -2.303013, 2.345731)  0.335
H (-5.483339, -2.661676, 2.663802)  0.291
H (-7.305698, -2.498939, 4.917124)  0.258
H (-5.969366, -3.409682, 4.728993)  0.289
H (1.688867, 0.659267, 4.006313)  0.016
H (0.428152, 2.529965, 3.846069)  0.122
C (-0.295646, 1.658271, -2.293043)  -0.069
O (-0.942609, 2.438295, -1.618815)  -0.637
N (0.921418, 1.908561, -2.798978)  0.225
C (1.653327, 0.928237, -3.577632)  -1.031
C (1.516046, 3.211178, -2.550769)  -1.025
H (-0.663130, 0.643686, -2.534666)  0.445
H (2.597766, 0.682566, -3.086522)  0.368
H (1.853939, 1.312229, -4.579366)  0.374
H (1.061137, 0.020148, -3.667267)  0.339
H (1.625828, 3.382772, -1.479594)  0.316
H (0.884354, 4.001322, -2.956142)  0.309
H (2.492426, 3.250353, -3.026303)  0.390
C (3.090931, 1.183986, 1.595877)  0.172
O (3.263230, 2.337021, 1.943605)  -0.670
N (4.055806, 0.365309, 1.142491)  0.116
C (3.774401, -0.997193, 0.737779)  -0.675
C (5.413750, 0.875870, 1.054828)  -1.018
H (2.098286, 0.699783, 1.620948)  0.370
H (4.339649, -1.705737, 1.346904)  0.350
H (4.037392, -1.149733, -0.310686)  0.320
H (2.711524, -1.199124, 0.856916)  0.084
H (5.767254, 1.190799, 2.036689)  0.287
H (5.454664, 1.739505, 0.390962)  0.300
H (6.063080, 0.093420, 0.670822)  0.402
C (1.999785, 0.775965, -7.765944)  0.121
O (1.366019, 1.567081, -7.094209)  -0.598
N (3.220091, 1.020615, -8.276429)  0.108
C (3.933278, 0.044722, -9.074660)  -0.914
C (3.831092, 2.313274, -8.014736)  -0.913
H (1.616638, -0.227067, -8.020124)  0.298
H (4.883064, -0.218529, -8.605171)  0.339
H (4.134071, 0.435778, -10.073812)  0.335
H (3.331765, -0.856555, -9.169755)  0.289
H (3.950875, 2.469359, -6.942456)  0.256
H (3.205146, 3.116776, -8.402467)  0.304
H (4.805116, 2.349577, -8.495337)  0.377

Forces on atoms 1 to 3 (eV/Å):
C 0.113 -0.179 0.245
O -0.019 -0.027 -0.370
C -0.087 -0.103 0.117

Calculated values
Gap between HOMO and LUMO, eV: 9.70
Largest force on an atom, hartree/bohr: 0.0159
Molecular weight, g mol⁻¹: 492.53
LUMO level, eV: 0.465
HOMO level, eV: -9.240
Total energy, eV: -53692.5453
SMILES: COC[C@@H](O)O[C@](F)(COCCCCN)[PH2]=O.CN(C)C=O.CN(C)C=O.CN(C)C=O

---

(3)
The following is a quantum chemistry calculation of a structure of composition C5H8O2 at a distorted geometry, from the Open Molecules 2025 dataset.

Each line ends with the natural charge from an NBO analysis.
CARTESIAN COORDINATES (ANGSTROEM)
O (-1.502821, 1.311002, 0.571494)  -0.695
C (-1.135192, -0.040944, 0.758740)  0.114
C (-0.708493, -0.760003, -0.562741)  -0.445
C (0.608348, -0.102764, -0.262980)  0.156
C (1.773896, 0.127248, -1.052146)  -0.128
O (0.553353, 1.235065, -0.723132)  -0.487
C (0.352876, -0.103850, 1.216697)  -0.431
H (-2.113085, 1.367103, -0.174542)  0.471
H (-1.875224, -0.534942, 1.384849)  0.167
H (-1.157069, -0.439008, -1.507483)  0.215
H (-0.728306, -1.848830, -0.465815)  0.214
H (2.742244, 0.309559, -0.575032)  0.206
H (1.839538, -0.250680, -2.078060)  0.204
H (0.759989, 0.766705, 1.733219)  0.232
H (0.589948, -1.035657, 1.736939)  0.210

Forces on atoms 1 to 3 (eV/Å):
O -0.547 -0.121 0.173
C -0.467 -0.292 0.423
C -0.380 -0.054 0.026

Calculated values
Gap between HOMO and LUMO, eV: 10.42
Largest force on an atom, hartree/bohr: 0.0875
Molecular weight, g mol⁻¹: 100.12
LUMO level, eV: 0.919
HOMO level, eV: -9.506
Total energy, eV: -9406.3808
Relative energy (zero: lowest compared OMol25 entry of this formula, charge and spin), kJ/mol: 333.01